# 1
A molecular structure, C38H35FeGe2N4OS, computed with ωB97M-V with the def2-TZVPD basis set.

Relative energy (zero: lowest compared OMol25 entry of this formula, charge and spin) (kJ/mol): 49.8
LUMO energy (alpha / beta) (eV): 0.2770 / -0.6484
2S+1: 6
HOMO energy (alpha / beta) (eV): -6.480 / -7.051
<S²>: 8.768

Geometry (Å):
C  -0.030  1.096  2.719
H  -2.721  2.607  -1.890
H  -2.973  -2.788  2.092
C  0.934  0.614  -3.225
O  -1.127  0.644  -2.116
C  -2.174  3.448  -1.483
S  1.683  1.426  -1.912
H  3.525  -3.393  -4.432
H  -1.996  6.821  -1.549
H  1.144  0.469  5.863
H  2.995  1.847  4.997
C  1.025  1.937  2.234
Ge  0.001  -1.478  -0.139
H  1.097  -3.864  -4.525
H  -2.101  -0.383  -4.051
C  0.639  3.786  0.750
C  -1.107  -0.174  4.461
C  0.298  -2.803  2.479
H  -3.327  4.951  -2.512
H  2.530  -0.574  1.268
C  0.678  -2.853  -2.679
H  -0.726  -4.879  -1.024
H  -2.883  -0.023  1.604
C  1.175  -2.130  -1.595
H  2.126  4.591  2.050
C  1.114  0.872  4.859
C  -3.407  -2.656  1.101
C  -0.381  -0.623  -5.349
N  -1.062  0.844  1.867
C  1.039  6.168  1.084
H  1.621  6.934  1.580
C  2.697  -1.590  3.136
C  2.547  -1.864  -1.572
C  0.875  -1.920  1.570
H  -3.027  -0.943  3.909
H  3.627  -1.099  3.394
H  1.557  -0.710  -6.295
C  -1.770  5.790  -1.306
C  1.633  0.208  -4.373
C  -3.065  -2.335  -1.965
C  1.331  4.819  1.357
H  -0.929  -1.094  -6.151
H  4.447  -2.101  -2.528
C  -2.079  0.148  2.309
H  -0.380  -3.080  -2.739
H  -3.949  -1.712  1.078
H  -3.308  -1.273  -1.944
C  2.079  -1.305  1.930
H  -4.126  -3.459  0.930
C  0.058  6.526  0.203
H  2.971  -1.284  -0.763
C  3.387  -2.317  -2.577
N  0.833  2.438  0.953
C  1.512  -3.303  -3.696
H  0.443  -3.781  4.384
C  -0.429  4.157  -0.143
H  -3.991  -2.911  -1.995
C  0.909  -3.086  3.696
C  -0.704  5.512  -0.422
Fe  -0.138  1.242  -0.367
Ge  -2.066  -2.789  -0.333
H  -2.500  -2.542  -2.872
H  -1.110  -0.584  5.464
C  2.871  -3.040  -3.645
C  -1.046  -0.243  -4.218
C  -2.156  -0.377  3.611
N  -0.400  0.343  -3.185
N  -1.188  3.154  -0.671
C  2.096  2.169  3.065
H  2.594  -2.706  4.968
H  2.696  0.395  -4.389
H  -0.642  -3.287  2.240
C  0.002  0.588  4.032
C  2.135  1.638  4.374
C  -1.574  -4.696  -0.367
C  -2.504  4.768  -1.835
C  2.113  -2.486  4.023
C  0.997  -0.402  -5.422
H  -0.156  7.563  -0.017
H  -1.297  -5.018  0.637
H  -2.415  -5.307  -0.701
H  2.931  2.752  2.705

***

# 2
A molecular structure, C38H35GeIrN2O2S2Se at a distorted geometry, computed with ωB97M-V with the def2-TZVPD basis set.

Total charge: -1
Relative energy (zero: lowest compared OMol25 entry of this formula, charge and spin) (kJ/mol): 246.0
LUMO energy (alpha / beta) (eV): 2.1361 / 2.0263
2S+1: 2
HOMO energy (alpha / beta) (eV): -3.988 / -4.058
<S²>: 0.844

Geometry (Å):
H  -0.363  2.807  2.721
H  0.704  2.696  -3.403
C  1.866  -0.090  3.173
S  3.082  1.395  -1.854
H  1.786  -6.172  -5.375
N  1.758  -0.839  -2.312
H  -1.602  4.336  4.232
H  1.163  -2.835  3.466
C  -1.946  2.544  -2.847
H  -2.269  -5.262  4.254
C  3.428  -0.370  4.989
H  -4.256  1.088  -1.839
H  -2.999  3.411  6.040
C  5.516  0.266  -2.170
C  -0.460  -4.171  3.882
H  -1.876  -0.539  4.866
H  -3.725  -3.469  3.377
H  -2.722  -1.365  2.552
H  5.805  0.833  -3.057
C  -0.141  -6.469  -4.465
C  2.904  0.390  2.387
C  -3.587  4.148  -2.160
C  -2.539  1.377  5.551
H  4.658  0.627  -0.218
H  5.236  2.099  -1.046
H  5.460  0.188  4.586
H  -3.902  6.583  -4.169
H  -0.298  -7.430  -4.933
H  4.995  0.862  2.267
C  -0.872  -4.707  -3.029
C  -0.268  0.361  0.676
H  3.630  -0.659  6.014
H  1.339  -0.829  5.108
H  -3.161  0.966  6.336
H  -4.489  4.394  -1.615
C  -2.457  2.748  5.380
C  -0.971  2.415  3.527
C  1.272  -4.540  -4.127
H  -4.502  6.580  -2.514
O  2.423  -3.917  -4.424
H  -2.958  1.284  -0.671
C  -1.669  3.265  4.365
C  2.144  -0.464  4.480
H  -2.025  -6.461  -3.437
C  -1.232  3.557  -3.498
H  -4.430  2.274  -0.533
C  -1.834  -4.346  3.874
C  4.191  0.484  2.886
C  -2.092  -2.159  2.934
C  4.456  0.104  4.191
C  0.485  -2.704  -2.577
C  -1.038  1.039  3.696
Se  -1.475  0.702  -3.121
H  0.184  -4.960  4.253
H  2.431  -3.072  -3.896
C  1.028  -5.779  -4.716
C  -3.083  2.858  -2.094
H  2.678  0.702  1.376
C  -2.973  5.130  -2.923
C  -3.611  6.470  -3.125
H  6.408  -0.175  -1.726
Ir  -0.076  -0.095  -1.299
C  -0.720  -1.952  2.979
O  -0.435  -2.271  -1.832
C  0.097  3.257  -4.117
H  0.623  4.172  -4.381
C  4.764  1.128  -1.181
C  -1.823  0.533  4.721
C  0.090  -2.979  3.439
C  2.917  -0.295  -2.277
C  0.309  -4.003  -3.256
H  -1.236  5.623  -4.065
H  -0.019  2.638  -5.006
C  -1.103  -5.930  -3.623
S  4.439  -1.120  -2.688
C  -3.728  1.821  -1.230
C  -1.759  4.837  -3.532
H  -2.919  7.273  -2.887
Ge  -0.011  -0.158  2.460
N  1.637  -2.088  -2.810
H  -1.602  -4.260  -2.371
C  -2.651  -3.339  3.385

***

# 3
A molecular structure, C38H36B2ClF4N4O4P2Sr, computed with ωB97M-V with the def2-TZVPD basis set.

Total charge: -1
Relative energy (zero: lowest compared OMol25 entry of this formula, charge and spin) (kJ/mol): 61.1
LUMO energy (eV): 2.0146
2S+1: 1
HOMO energy (eV): -6.317

Geometry (Å):
F  1.342  4.838  2.696
H  -1.920  4.553  -2.089
H  2.652  -3.678  -1.045
C  -0.329  -1.152  4.926
C  -4.990  -1.139  -1.449
C  -0.986  -2.036  -2.176
O  2.433  0.844  3.867
H  -0.636  -2.404  1.473
H  -4.917  2.192  3.848
Cl  3.298  -0.284  3.540
H  -1.393  2.130  -2.107
F  0.816  3.326  1.046
H  -1.660  1.462  0.216
C  0.182  -1.452  -2.661
H  1.890  -4.236  -3.534
C  -0.890  4.221  -2.141
P  -0.800  -0.222  2.359
C  -3.814  -1.482  -2.123
C  2.713  -1.454  -0.703
H  -4.936  -0.603  -0.506
H  -3.473  -3.386  5.105
N  3.404  2.225  -1.369
C  1.452  4.650  -2.282
N  0.644  2.386  -2.194
C  1.208  -2.243  -3.160
C  -1.111  -3.426  -2.194
H  2.310  5.306  -2.321
C  -2.308  -1.689  0.281
O  4.018  -0.707  4.674
C  -2.590  -2.758  5.058
H  0.323  -0.379  -2.594
C  -0.597  2.869  -2.150
C  -2.388  1.596  1.010
H  -3.138  -1.221  0.811
H  4.410  -2.906  -0.476
O  2.479  -1.307  2.982
C  -5.169  -2.443  -3.883
O  4.174  0.207  2.500
C  5.236  0.849  -0.579
F  2.984  3.578  1.694
H  0.552  -0.522  4.875
C  1.071  -3.620  -3.181
C  -4.353  2.701  1.841
C  -3.924  -2.130  -3.354
H  -2.539  -2.755  0.205
C  -4.216  2.019  3.040
C  7.338  0.769  -1.739
H  -7.298  -2.364  -3.606
C  5.572  2.176  -2.567
C  -3.432  2.488  0.825
C  -3.180  1.111  3.220
H  6.879  -0.373  0.024
C  -1.707  -2.711  6.133
H  -0.166  -1.254  0.284
H  -2.011  -3.895  -1.803
H  3.745  -2.603  -2.340
C  0.156  5.128  -2.201
H  4.616  0.487  0.226
H  -3.094  0.588  4.164
H  -1.901  -3.304  7.019
N  2.958  2.762  -2.378
H  5.192  2.884  -3.287
C  4.753  1.748  -1.517
H  -5.166  3.404  1.703
H  8.344  0.379  -1.834
C  6.860  1.685  -2.667
H  0.113  -1.866  6.897
C  -0.092  -4.213  -2.703
H  -0.188  -5.293  -2.701
Sr  2.118  1.301  1.418
C  -2.260  0.872  2.200
H  -7.130  -1.190  -1.429
C  -0.581  -1.907  6.066
B  1.777  4.327  1.491
N  2.207  -0.472  -0.352
H  -5.231  -2.949  -4.840
P  -2.218  -0.929  -1.415
C  -6.232  -1.460  -1.973
H  -3.029  -2.396  -3.902
H  -3.036  -2.040  3.093
H  -0.037  6.193  -2.176
C  6.525  0.351  -0.698
C  -6.327  -2.116  -3.193
C  -2.340  -2.003  3.925
C  -0.960  -1.475  0.998
F  1.967  5.268  0.503
B  3.439  -2.771  -1.180
H  -3.514  3.030  -0.110
H  2.135  -1.781  -3.479
C  1.628  3.270  -2.247
C  -1.204  -1.192  3.848
H  7.499  2.018  -3.477

***

# 4
A molecular structure, C38H36ClDyN6O3PSe3 at a distorted geometry, computed with ωB97M-V with the def2-TZVPD basis set.

Total charge: +1
Relative energy (zero: lowest compared OMol25 entry of this formula, charge and spin) (kJ/mol): 0.0
LUMO energy (alpha / beta) (eV): -4.0387 / -4.0369
2S+1: 6
HOMO energy (alpha / beta) (eV): -10.030 / -10.030
<S²>: 9.342

Geometry (Å):
C  3.203  5.081  0.288
C  -0.771  2.999  -5.647
H  3.026  -2.043  4.150
C  -4.076  -4.506  0.540
O  2.652  -3.034  -2.426
H  -1.458  3.174  -6.483
H  0.266  3.071  -5.969
H  -0.308  -3.474  -2.204
C  -1.373  -4.114  -0.009
H  -3.965  -6.130  -0.876
C  -3.449  -3.363  1.019
C  0.899  2.084  2.081
Se  4.814  6.984  -0.160
Cl  -2.467  0.708  1.045
C  -1.101  -1.583  -2.715
H  3.162  -4.527  4.244
C  0.065  -2.466  -2.425
H  -2.914  3.505  -3.668
O  -1.935  -2.084  -3.438
H  -3.963  -2.639  1.653
C  -2.106  -1.255  2.850
H  2.057  0.484  -3.604
H  -3.673  1.660  3.615
H  2.677  -0.932  1.390
H  2.529  4.937  2.959
H  1.120  3.126  3.975
H  -0.292  -3.942  -0.173
C  -1.813  4.050  -0.691
H  -1.279  3.850  0.221
C  0.037  -4.046  2.858
C  -2.767  2.575  -3.100
H  0.576  -2.530  -3.401
H  -2.005  -2.972  4.116
H  2.568  -2.932  0.626
C  0.148  -2.682  2.515
N  2.704  -0.875  0.383
C  -2.663  -0.002  2.659
C  1.974  2.976  0.187
P  -1.044  -1.829  1.447
H  -3.519  2.437  -2.308
C  -2.348  -1.947  4.057
C  2.386  1.385  -3.107
Se  -0.995  1.165  -5.104
H  -3.546  1.310  -4.659
N  4.386  5.866  -1.533
H  -1.487  -5.880  -1.210
C  -2.037  -5.197  -0.559
C  -2.075  -3.186  0.792
N  0.919  -1.958  -1.371
Dy  0.572  0.087  -0.733
N  2.040  1.580  -1.816
C  -3.334  0.625  3.717
C  2.280  -4.019  3.848
C  3.189  2.279  -3.785
C  2.348  4.091  0.969
H  -5.098  -4.729  0.787
C  1.360  3.127  2.904
C  -3.597  -0.051  4.917
C  3.560  4.931  -1.110
H  0.261  1.317  2.475
C  -3.397  -5.362  -0.343
Se  -1.044  2.928  -2.076
C  1.096  -4.708  3.495
H  4.011  -2.413  -0.299
C  2.949  -2.224  -0.131
C  1.238  -1.949  2.976
H  -1.586  5.093  -0.958
H  -4.323  0.375  5.605
H  -2.672  0.474  -3.431
O  -1.021  -0.377  -2.202
H  3.496  1.990  -4.779
C  2.396  2.760  -1.191
H  4.236  4.226  -3.649
C  2.180  -2.419  -1.436
H  3.464  -0.223  0.124
N  1.219  2.000  0.791
C  3.177  3.749  -1.858
H  -0.826  -4.598  2.489
H  -2.874  3.852  -0.562
C  -2.667  1.374  -4.019
H  0.991  -5.758  3.743
N  3.709  6.117  0.867
C  2.106  4.139  2.346
H  1.315  -0.891  2.732
C  3.616  3.475  -3.145
C  -3.084  -1.333  5.065
H  -3.250  -1.912  5.984
C  2.235  -2.646  3.718
H  -1.008  3.722  -4.858

***

# 5
7 unconnected molecules or ions with the total composition C38H37F7N2O2P, computed with ωB97M-V with the def2-TZVPD basis set.

Total charge: -1
LUMO energy (eV): 2.1459
2S+1: 1
HOMO energy (eV): -3.336

Geometry (Å):
F  4.076  0.057  1.702
H  -4.415  5.344  5.196
C  5.975  -1.314  1.849
H  -2.747  3.266  1.831
H  -5.239  -1.449  3.619
H  1.194  0.252  2.998
C  -3.591  3.681  2.361
C  -3.513  -1.837  2.431
H  5.698  -1.778  0.912
C  0.718  0.206  2.028
F  -5.022  2.917  0.663
H  2.040  -1.264  1.216
C  -3.097  1.994  -3.347
C  7.604  -5.471  0.580
O  -4.691  -5.429  2.999
C  0.075  3.554  -5.941
C  0.548  -0.675  -0.206
C  -1.044  0.959  0.554
C  -3.436  4.336  3.574
H  -2.726  -1.310  2.996
H  -1.841  4.455  -5.600
C  7.110  -1.699  2.550
H  -1.922  1.573  0.398
N  -2.962  -5.241  1.071
C  -0.609  5.653  -6.887
H  -4.417  1.779  -6.430
H  0.912  -1.338  -0.979
C  -0.565  0.122  -0.441
H  6.709  -6.391  -1.131
C  5.472  0.307  3.574
H  0.857  6.630  -8.144
C  7.102  -7.822  0.419
F  -1.931  1.781  -2.699
C  6.608  -0.090  4.264
P  -3.964  -4.397  1.943
H  -4.099  2.606  -1.560
C  -4.184  2.442  -2.625
C  -4.768  -1.031  2.725
H  -2.273  1.397  -5.224
C  -0.883  4.546  -6.096
C  1.184  -0.632  1.026
C  1.306  3.658  -6.575
C  -4.353  1.968  -5.366
C  1.549  4.771  -7.354
H  4.817  1.083  3.947
C  0.618  5.776  -7.525
H  2.066  2.897  -6.472
C  -5.376  2.655  -3.302
F  2.744  4.883  -7.974
H  -0.133  2.693  -5.318
C  -5.810  4.688  3.703
H  8.311  -1.397  4.301
H  -3.252  -5.273  0.103
O  -5.260  -3.925  1.019
H  -1.354  6.428  -7.011
H  -4.518  0.018  2.926
C  -5.982  4.038  2.489
H  -6.675  5.072  4.229
C  5.180  -0.317  2.378
H  -5.853  -4.684  0.942
F  8.579  -4.654  2.556
C  7.604  -8.019  1.697
C  8.111  -6.953  2.427
C  -4.541  4.840  4.247
C  -5.465  2.420  -4.668
H  6.704  -8.656  -0.142
H  7.743  -2.479  2.155
H  8.506  -7.080  3.425
H  6.850  0.384  5.207
N  -3.516  -3.203  2.873
H  -6.241  3.000  -2.752
H  -1.071  0.084  -1.395
F  -0.861  1.795  2.750
H  -6.400  2.584  -5.186
H  -5.038  -4.866  3.704
C  -3.153  1.750  -4.703
H  7.598  -9.008  2.136
H  -2.445  4.443  3.994
H  7.609  -4.470  0.172
F  -5.716  -1.031  1.699
C  7.428  -1.089  3.756
C  8.097  -5.701  1.848
H  -6.960  3.904  2.046
H  -3.240  -1.702  1.370
C  7.103  -6.549  -0.136
C  -0.390  0.985  1.768
C  -4.864  3.549  1.846

***

Number 1: total energy -7579.0603 hartree. Number 2: total energy -7108.0199 hartree. Number 3: total energy -3612.6019 hartree. Number 4: total energy -10914.7206 hartree. Number 5: total energy -2770.6991 hartree.